DFT (ωB97M-V/def2-TZVPD) results for a 18-piece molecular cluster, C32H78Cl22O21S7 overall.

Structure (XYZ):
```
160
Properties=species:S:1:pos:R:3:forces:R:3
Cl -5.1145 -3.8396 -0.7681 -0.15 -0.66 -0.10
Cl 5.7178 -4.6320 2.7859 0.43 -0.35 -0.11
Cl 4.3901 -2.6783 -0.1384 -0.49 0.25 -0.84
Cl 1.4237 -2.2875 7.6329 0.25 -0.17 0.30
Cl -1.7228 -1.0414 -2.8992 0.05 0.35 -0.51
Cl 3.0863 -1.9264 5.2012 0.38 0.14 0.01
Cl -4.8533 3.6759 -4.3645 0.18 -1.07 -1.28
Cl 3.2292 -6.6177 -0.1666 0.56 -0.04 -0.45
Cl -3.8716 -2.2165 -4.3962 0.03 0.84 -0.32
Cl 4.3268 -3.5334 -2.9795 -0.16 -0.35 0.12
Cl -2.8716 1.5186 5.1891 0.69 -0.82 0.94
Cl -2.7213 0.2656 -8.9710 0.44 0.58 -0.34
Cl 5.8509 -1.8475 3.4748 0.01 0.58 -0.06
Cl 5.2303 -7.5662 -2.1716 -0.05 -0.82 -1.01
Cl -5.3250 -1.0902 0.1159 0.10 0.12 0.14
Cl -0.1435 1.3934 6.2532 0.44 0.63 0.29
Cl -5.4002 0.9370 -5.6339 0.52 0.97 0.10
Cl -1.7750 3.0108 -9.6107 0.12 0.07 0.07
Cl 3.6189 2.5371 -3.8684 1.12 -0.30 -1.24
Cl 0.7525 7.9331 -2.5232 0.42 -0.11 0.15
Cl 1.2055 1.2260 -2.7091 0.13 -0.65 -0.17
Cl -0.3383 5.1585 -2.5550 -0.02 0.32 -0.41
S 5.3046 1.3669 -0.4464 0.52 -0.31 -0.42
S -2.0629 -3.3348 5.0208 1.97 -1.54 0.24
S -0.7273 6.2140 1.8285 0.30 -0.76 -0.35
S 0.9283 -0.4181 -6.6340 0.82 -1.77 -0.53
S -4.5116 3.2815 1.7325 1.29 -3.07 1.23
S -0.5503 -3.7279 -0.4106 -2.86 -0.99 3.20
S 0.9438 0.1708 2.7634 -0.81 -0.41 -1.50
O -2.9945 -4.5843 5.2993 -0.01 0.96 0.58
O 0.1706 -4.7178 0.5769 0.02 -0.11 -1.24
O 5.0100 0.5956 -1.6283 0.41 0.54 0.70
O -0.6948 -3.8604 5.1110 -1.55 0.80 -0.74
O 4.2291 1.7181 0.4256 -0.40 -0.30 0.56
O -3.1983 3.2131 2.3114 0.28 0.65 -0.27
O 5.9472 2.7167 -0.9118 0.35 -0.03 -0.71
O 0.3518 -2.8979 -1.0967 1.42 0.88 -1.20
O -0.1836 0.2064 -6.0129 -1.54 0.01 0.42
O -0.1528 7.5025 1.6093 0.20 0.35 1.07
O 0.1784 -0.8302 3.5147 1.23 1.19 -0.84
O -2.3742 -2.2566 5.8996 -0.45 0.34 0.31
O -0.0477 0.8632 1.7078 0.86 -0.40 0.66
O -4.4536 2.5891 0.3120 -0.86 1.77 -0.95
O 1.6224 1.2686 3.3669 -0.01 -0.32 0.65
O 1.0466 -0.4707 -8.0623 -0.37 0.35 0.06
O -1.5948 -3.0805 0.3870 0.89 0.08 -0.86
O -1.2072 5.6247 0.6092 -0.53 -0.71 0.12
O -5.1974 4.5152 1.6574 -0.81 1.06 0.09
O 1.1453 -1.9377 -6.1491 -0.74 0.04 0.41
O 0.3244 5.1957 2.5206 -0.79 1.34 -0.30
C 4.8821 -6.5102 -0.8882 -0.19 2.70 0.79
C 2.3309 0.3218 -5.9701 1.32 0.28 -1.42
C 2.1023 -0.5749 1.6026 -0.60 -1.24 1.02
C -2.0056 6.1340 3.0510 1.36 0.39 2.05
C 6.0841 3.8250 0.0152 -1.14 0.76 0.74
C -1.7356 0.8079 0.0581 2.24 1.06 -0.43
C 1.4911 -1.8531 5.9277 -0.66 -0.23 -0.02
C -2.8625 -0.7224 -4.2605 -0.42 -0.41 1.43
C -1.4282 -4.8808 -1.3802 0.70 -1.59 -0.16
C 5.8865 -3.4755 4.1083 1.30 -0.36 0.74
C 5.8408 5.1717 -0.7793 0.18 -0.33 2.07
C -3.6327 4.4515 -1.0941 0.25 -1.03 0.27
C -5.3931 1.9945 2.6561 -1.07 1.94 -0.93
C -4.4607 -2.2360 -0.9373 -0.49 0.72 0.14
C 6.5833 0.4936 0.4538 -0.52 -0.94 -0.33
C -1.0181 -0.0278 1.1386 -0.64 1.09 -1.28
C 2.0134 4.6246 0.8249 1.22 0.08 1.30
C -0.5221 6.8501 -2.0117 -1.35 0.31 -0.81
C 3.6320 -2.4242 -1.7685 0.57 -0.51 -0.17
C -4.4034 2.4505 -5.6921 -1.80 0.26 1.01
C -4.8094 3.5750 -0.8604 0.62 -2.20 0.78
C 2.5383 2.3934 -2.5591 -2.01 1.10 -0.21
C -2.9844 -5.0376 6.7070 -1.11 0.40 -0.33
C -1.0191 -3.1547 -6.3357 -0.73 2.55 1.05
C -1.7181 0.6519 6.3392 0.20 0.00 -1.95
C 0.8335 4.1656 1.6667 0.45 -1.07 -0.47
C 1.1261 -5.2801 2.6271 -0.40 -0.22 -2.14
C -4.3931 -5.0447 7.2149 1.25 3.00 1.23
C -2.5751 -2.9419 3.3825 1.70 -0.57 -0.43
C 0.1208 -2.7456 -5.4263 0.14 0.29 0.52
C 0.9475 -4.1156 1.6440 -1.47 -0.53 1.20
C -1.3223 1.3314 -9.5332 -0.58 -1.64 0.41
H -1.4570 7.3375 -2.3601 0.52 -0.89 -0.24
H -3.3963 2.2271 -5.4946 1.15 -0.45 0.10
H 1.6608 -1.2399 0.8625 -0.46 -0.18 0.37
H -0.5749 1.0750 -8.7868 0.14 0.64 -0.17
H -2.6759 -6.0260 6.5921 0.82 -1.67 0.11
H -0.9327 -5.8659 -1.5803 -0.01 1.21 0.11
H -3.6216 -2.7660 3.3981 -0.84 0.75 0.10
H -4.7834 -3.9901 7.3909 0.14 -1.47 -0.72
H 2.5612 -2.5788 -1.7171 0.04 -0.07 0.23
H -1.4668 -2.2316 -6.7295 0.08 0.01 -0.07
H -0.9892 1.1614 -0.7976 -1.36 -0.65 1.97
H 0.0530 3.8584 0.9711 -0.14 -0.10 0.21
H -1.0308 0.9393 -10.5081 -0.14 0.32 0.14
H -2.0819 0.6204 7.3233 -0.68 0.49 1.13
H -1.6905 -0.2306 1.9259 -1.08 -0.40 0.80
H 2.0559 -5.1682 3.1582 0.16 -0.17 0.42
H -3.3179 4.9125 -0.1785 0.07 0.42 0.37
H -3.4383 0.1515 -3.9248 -0.11 -0.67 -0.32
H -2.5021 0.2571 -0.4643 -0.49 -0.08 0.25
H 0.6822 -3.6538 -5.0959 -0.23 1.01 -0.05
H 1.9774 3.3237 -2.6006 0.32 0.15 0.79
H 5.9452 6.0577 -0.0974 0.61 -0.92 -0.33
H -4.6018 -1.8709 -1.9411 -0.01 -0.18 -0.18
H -2.0959 1.6927 0.6407 -0.03 -0.62 -1.03
H 2.3705 3.8258 0.1958 -0.37 -0.38 -0.63
H 4.8219 5.3634 -1.1042 -0.06 -0.80 -0.59
H -2.3550 -5.0801 -0.8802 -0.37 -0.02 0.50
H -1.9003 -2.1139 3.0336 -0.91 -0.69 0.33
H 2.1692 1.4003 -6.0710 0.01 -0.24 0.30
H -5.6909 4.0857 -0.5859 -0.90 0.56 0.49
H 0.2400 -5.3089 3.2526 0.23 -0.33 0.32
H 5.0254 -3.6738 4.7062 -0.44 0.31 0.55
H 0.2730 -3.3389 2.0652 1.01 0.01 -0.11
H -5.6774 2.3822 3.6336 0.55 -0.12 0.11
H -1.5327 -0.3592 6.0146 -0.59 -0.05 -0.40
H -3.8389 5.1928 -1.8227 -0.26 0.78 -0.77
H -1.6706 6.7435 3.9790 -0.76 -0.80 -1.73
H 6.6075 5.1833 -1.5499 -0.35 0.34 -0.26
H 1.8705 -3.7961 1.2258 0.73 0.66 -0.24
H -5.0598 2.8456 -1.6331 0.30 0.26 -0.05
H 5.9957 -0.3571 0.8065 0.04 -0.13 0.13
H -4.3589 -5.4990 8.1671 0.05 -0.51 1.38
H -6.3157 1.9103 2.1089 -0.52 -0.48 -0.22
H -0.7621 -3.7009 -7.1792 0.70 -1.41 -1.28
H 2.8286 -1.1131 2.2020 0.11 -0.19 0.10
H 0.8684 -2.5549 5.3875 -0.02 0.15 0.10
H 7.1056 3.7976 0.3832 0.20 0.09 -0.08
H 5.5846 -6.6570 -0.1054 0.34 -0.60 0.81
H 2.9417 4.8247 1.4126 -0.83 0.20 0.06
H 5.4167 3.5923 0.9079 0.54 0.80 -1.26
H -4.9143 -5.6988 6.6315 -2.14 -1.09 -1.78
H 2.4518 -0.0071 -4.9549 0.21 0.09 0.33
H -1.8421 -3.5665 -5.7704 0.05 -0.64 0.21
H 7.3102 0.0491 -0.2549 -0.26 0.73 0.41
H 1.1520 -6.1594 1.9015 0.21 0.67 1.50
H -0.6068 -0.9686 0.8213 0.48 -0.21 -0.39
H -4.5630 2.8821 -6.6622 -0.06 0.34 -0.13
H 6.8298 -3.5758 4.7425 -1.22 -0.22 -1.25
H 1.0395 3.3157 2.3404 0.14 0.53 -0.37
H -2.9440 6.4094 2.6127 -0.34 0.59 -0.20
H 3.9064 -1.4838 -2.2034 -0.02 0.75 0.65
H -3.4314 -2.2537 -0.6539 0.55 0.04 0.20
H 3.1667 0.0489 -6.6604 -0.43 0.07 0.93
H 7.0003 0.9667 1.3487 -0.08 0.36 -0.55
H -1.6653 -4.3514 -2.2627 -0.18 0.43 -1.29
H -2.0890 5.0860 3.3568 0.13 0.16 -0.22
H -2.4395 -3.8367 2.7596 0.29 0.30 0.15
H 2.5972 0.1674 1.0502 0.54 1.45 -0.36
H 3.0614 2.1916 -1.6670 0.35 -0.08 0.91
H -0.2766 -2.1456 -4.5431 0.81 -0.87 -1.16
H -2.8125 3.8403 -1.4311 0.44 -0.10 -0.24
H -2.3497 -4.5367 7.4202 0.63 0.69 -0.54
H -4.8327 1.0893 2.6322 0.50 -0.48 0.16
H 1.1171 -0.8463 5.8655 0.06 0.20 -0.22
H -0.6466 6.7227 -0.9706 0.58 0.41 1.07
H -2.3718 -0.5327 -5.1964 0.48 -0.10 -0.22
H 5.0645 -5.4363 -1.1745 -0.65 -1.18 -0.10
H 1.7771 5.5209 0.2658 -0.10 0.07 -0.32
```
Positions in Å, forces in eV/Å.

Summary:
- F_max: 4.4 eV/A
- E_tot: -15757.46858 Eh
- HOMO energy: -10.20 eV
- Orbital gap: 10.409 eV
- Relative energy (zero: lowest compared OMol25 entry of this formula, charge and spin): 143.1 kJ/mol
- Net charge: 0

Results of the Löwdin charge analysis, in e, for atoms 1 through 8: 0.56, 0.50, 0.53, 0.54, 0.59, 0.58, 0.50, 0.51